This record from OMol25 describes 16 unconnected molecules or ions with the total composition C26H30Cl45IO5 at a distorted geometry. The level of theory is the ωB97M-V functional and the def2-TZVPD basis.

Each line ends with the Mulliken charge.
Cartesian coordinates (Å):
C 0.2407 1.1231 -4.0379  -1.202
C 0.9381 0.5419 -2.9930  0.072
C 2.4465 0.3400 -2.9079  0.638
I 3.5678 1.1167 -4.5395  0.127
O 2.6305 -1.1312 -2.9435  -0.342
C 2.6834 -1.5770 -1.6449  0.340
O 2.9317 -2.7287 -1.2753  -0.633
O 2.4263 -0.5131 -0.7917  -0.034
C 3.0092 0.6250 -1.4486  1.236
C 2.4579 1.9916 -0.9824  -0.593
C 4.5489 0.6622 -1.4291  -0.785
C 5.2207 0.6971 -0.0421  -0.640
O 4.5144 -0.0065 0.9678  -0.410
C 3.6304 0.7147 1.7252  0.556
O 3.7159 1.9485 1.8760  -0.649
C 2.5578 -0.1441 2.3826  0.110
C 1.1294 0.2433 1.9285  -0.535
H 0.7496 1.5809 -4.8934  0.048
H -0.8559 1.1594 -3.9948  0.530
H 0.3665 0.1869 -2.1152  0.238
H 2.2501 2.6122 -1.8775  -0.188
H 3.1903 2.5457 -0.3678  0.104
H 1.5104 1.8842 -0.4242  -0.039
H 4.8317 1.6072 -1.9344  0.112
H 4.9927 -0.1490 -2.0414  0.551
H 5.4355 1.7342 0.2606  0.335
H 6.1993 0.1869 -0.1402  0.359
H 2.6434 0.0201 3.4763  -0.080
H 2.7368 -1.2115 2.1787  0.306
H 0.4303 0.1402 2.7817  0.478
H 0.7583 -0.4393 1.1378  0.085
H 1.0666 1.2960 1.5991  -0.040
C 5.8530 4.8222 -1.7645  -0.172
Cl 5.4854 4.6318 -0.0501  -0.088
Cl 7.1288 3.7077 -2.2606  -0.127
Cl 4.4027 4.5755 -2.7386  -0.015
H 6.2027 5.8337 -1.9271  0.414
C -1.8159 4.0066 2.2568  -0.171
Cl -0.9985 3.7375 0.7167  -0.075
Cl -3.3972 4.7549 1.9999  -0.053
Cl -2.0057 2.5016 3.1485  -0.035
H -1.2055 4.6794 2.8457  0.337
C -3.6260 3.9932 -3.7304  -0.125
Cl -3.5754 4.8298 -5.2841  -0.128
Cl -5.0930 3.0391 -3.5643  -0.133
Cl -2.1804 2.9796 -3.5924  -0.038
H -3.6067 4.7326 -2.9397  0.367
C 0.1569 5.0063 -5.5286  0.499
Cl 0.2300 3.8790 -6.8879  -0.084
Cl 1.2561 4.5012 -4.2394  -0.021
Cl 0.5077 6.6526 -6.0443  -0.110
H -0.8508 4.9817 -5.1354  -0.301
C 3.8775 -0.9129 6.7254  0.022
Cl 2.3362 -1.4280 6.0294  -0.063
Cl 4.7767 0.0877 5.5840  -0.101
Cl 3.6228 -0.0518 8.2430  -0.129
H 4.4611 -1.8002 6.9366  0.261
C 0.6137 7.5815 -10.1763  0.028
Cl 1.9140 7.8769 -11.3327  -0.130
Cl 0.8268 6.0350 -9.3613  -0.053
Cl 0.5079 8.9029 -9.0081  -0.129
H -0.3192 7.5473 -10.7246  0.281
C -2.8965 -1.6741 3.7745  0.693
Cl -1.9702 -1.2484 2.3337  -0.013
Cl -2.2735 -3.1503 4.5005  -0.020
Cl -2.9010 -0.3518 4.9483  -0.137
H -3.9207 -1.8453 3.4743  -0.484
C 7.3499 -6.0159 -1.5881  0.123
Cl 7.1157 -6.3660 0.1241  -0.097
Cl 8.9191 -5.2574 -1.8665  -0.127
Cl 7.1802 -7.4787 -2.5593  -0.121
H 6.5792 -5.3181 -1.8947  0.226
C -1.1614 -6.1991 1.8103  -0.053
Cl -0.1532 -5.6566 3.1565  -0.116
Cl -2.1343 -7.5833 2.3015  -0.058
Cl -2.1912 -4.8925 1.2242  -0.105
H -0.5088 -6.4961 0.9992  0.344
C -2.6223 2.2636 -9.1946  -0.063
Cl -4.0300 1.8990 -10.1943  -0.131
Cl -1.3835 3.1004 -10.1333  -0.104
Cl -3.0793 3.2047 -7.7729  -0.011
H -2.2037 1.3253 -8.8529  0.299
C 3.4488 -6.4583 4.5796  0.304
Cl 4.5267 -6.1658 3.2186  -0.081
Cl 3.9491 -7.9019 5.4696  -0.138
Cl 3.3749 -5.0644 5.6591  -0.086
H 2.4531 -6.6354 4.1920  0.004
C -5.0284 -3.7953 7.6472  -0.045
Cl -5.3391 -2.9641 6.1231  0.006
Cl -6.3604 -4.8851 8.0419  -0.128
Cl -3.4999 -4.6749 7.6031  -0.112
H -4.9624 -3.0489 8.4283  0.294
C -8.1120 -1.4322 3.5117  -0.029
Cl -8.1798 -1.2339 5.2597  -0.128
Cl -8.4205 0.0936 2.6861  -0.070
Cl -6.5533 -2.1054 3.0075  -0.138
H -8.8799 -2.1384 3.2228  0.322
C -5.6959 -8.9112 4.3411  0.041
Cl -5.8049 -8.5679 6.0672  -0.109
Cl -5.8226 -7.4265 3.3972  -0.099
Cl -4.1990 -9.7692 3.9642  -0.128
H -6.5250 -9.5529 4.0720  0.294
C -7.7969 4.3911 1.8412  0.049
Cl -7.7144 3.7096 3.4644  -0.119
Cl -6.3893 5.4068 1.5152  -0.116
Cl -7.9445 3.1151 0.6312  -0.126
H -8.6798 5.0144 1.7807  0.307

Properties
F_max   4.06 eV Å⁻¹
HOMO level   -9.902 eV
Kohn-Sham gap   10.024 eV
LUMO energy   0.12 eV
DFT total energy   -22391.148854 Ha
Total charge   0